{"formula": "C34H95N7O10", "method": "ωB97M-V/def2-TZVPD", "homo_energy_ev": -8.8, "e_above_lowest_kcal_mol": 56.8, "spin_multiplicity": 1, "smiles": "COC[C@H](C)N.COC[C@H](C)N.COC[C@H](C)N.COC[C@H](C)N.COC[C@H](C)N.COC[C@H](C)N.COC[C@H](C)N.CCO.CCO.CCO", "species": ["C", "O", "C", "C", "C", "N", "H", "H", "H", "H", "H", "H", "H", "H", "H", "H", "H", "C", "O", "C", "C", "C", "N", "H", "H", "H", "H", "H", "H", "H", "H", "H", "H", "H", "C", "O", "C", "C", "C", "N", "H", "H", "H", "H", "H", "H", "H", "H", "H", "H", "H", "C", "O", "C", "C", "C", "N", "H", "H", "H", "H", "H", "H", "H", "H", "H", "H", "H", "C", "O", "C", "C", "C", "N", "H", "H", "H", "H", "H", "H", "H", "H", "H", "H", "H", "C", "O", "C", "C", "C", "N", "H", "H", "H", "H", "H", "H", "H", "H", "H", "H", "H", "C", "O", "C", "C", "C", "N", "H", "H", "H", "H", "H", "H", "H", "H", "H", "H", "H", "C", "C", "O", "H", "H", "H", "H", "H", "H", "C", "C", "O", "H", "H", "H", "H", "H", "H", "C", "C", "O", "H", "H", "H", "H", "H", "H"], "xyz": [[3.55, -0.95, -1.15], [3.87, 0.43, -1.22], [5.22, 0.58, -1.65], [5.51, 2.05, -1.81], [4.71, 2.84, -2.85], [6.95, 2.24, -2.04], [2.62, -1.04, -0.58], [4.35, -1.45, -0.60], [3.27, -1.36, -2.12], [5.85, 0.08, -0.90], [5.29, 0.15, -2.65], [5.34, 2.54, -0.83], [5.22, 3.79, -2.95], [3.66, 2.90, -2.58], [4.71, 2.25, -3.77], [7.47, 1.69, -1.36], [7.27, 3.19, -1.96], [-4.19, 6.87, -1.56], [-4.12, 5.80, -2.46], [-2.81, 5.58, -2.99], [-2.07, 4.43, -2.28], [-1.74, 4.64, -0.82], [-0.82, 4.04, -2.91], [-3.37, 6.89, -0.83], [-5.16, 6.87, -1.05], [-4.22, 7.86, -2.06], [-3.06, 5.29, -4.01], [-2.22, 6.51, -3.00], [-2.85, 3.65, -2.29], [-1.09, 5.52, -0.71], [-0.96, 3.96, -0.46], [-2.53, 4.63, -0.08], [-0.04, 4.40, -2.36], [-0.61, 4.27, -3.88], [2.30, -1.08, 6.28], [1.84, 0.24, 6.39], [2.74, 1.26, 5.98], [2.07, 2.05, 4.84], [1.99, 1.18, 3.59], [2.75, 3.31, 4.57], [2.52, -1.34, 5.23], [1.50, -1.77, 6.55], [3.20, -1.22, 6.89], [2.87, 1.89, 6.86], [3.66, 0.80, 5.60], [1.02, 2.21, 5.13], [1.25, 0.41, 3.82], [2.94, 0.75, 3.29], [1.69, 1.79, 2.73], [2.27, 3.79, 3.80], [2.53, 4.03, 5.27], [-2.01, -2.55, -0.64], [-1.64, -1.49, 0.19], [-0.64, -0.70, -0.41], [-0.36, 0.56, 0.42], [-1.58, 1.46, 0.44], [0.71, 1.32, -0.25], [-2.84, -3.10, -0.20], [-1.19, -3.29, -0.70], [-2.22, -2.29, -1.69], [0.33, -1.22, -0.44], [-0.93, -0.40, -1.42], [0.01, 0.23, 1.39], [-1.31, 2.37, 0.98], [-2.54, 1.07, 0.79], [-1.71, 1.88, -0.56], [1.64, 0.94, -0.07], [0.60, 1.31, -1.26], [3.98, -3.80, 2.53], [3.03, -4.77, 2.08], [3.20, -5.32, 0.79], [2.91, -4.33, -0.35], [1.50, -3.74, -0.30], [3.16, -5.06, -1.59], [3.48, -3.30, 3.36], [4.14, -3.12, 1.69], [4.87, -4.27, 2.93], [4.23, -5.71, 0.72], [2.64, -6.25, 0.69], [3.53, -3.44, -0.28], [0.68, -4.46, -0.40], [1.47, -3.01, -1.11], [1.27, -3.24, 0.65], [2.88, -4.45, -2.36], [2.48, -5.82, -1.63], [-5.67, 4.82, 1.47], [-6.10, 3.63, 0.83], [-5.14, 3.07, -0.02], [-5.77, 2.23, -1.19], [-4.75, 1.27, -1.81], [-6.18, 3.07, -2.31], [-5.51, 5.57, 0.69], [-4.78, 4.59, 2.06], [-6.47, 5.21, 2.10], [-4.58, 3.90, -0.47], [-4.40, 2.46, 0.52], [-6.61, 1.67, -0.79], [-4.29, 0.59, -1.09], [-3.97, 1.65, -2.47], [-5.37, 0.71, -2.51], [-5.45, 3.71, -2.62], [-6.93, 3.71, -2.05], [-1.92, -8.50, 1.18], [-1.97, -7.69, 0.04], [-3.12, -6.87, -0.06], [-3.06, -6.16, -1.45], [-4.35, -5.37, -1.61], [-2.91, -7.21, -2.48], [-1.72, -8.04, 2.16], [-1.07, -9.17, 1.05], [-2.83, -9.11, 1.25], [-4.05, -7.44, 0.11], [-3.10, -6.13, 0.76], [-2.11, -5.62, -1.39], [-4.65, -4.91, -0.67], [-5.17, -6.02, -1.91], [-4.16, -4.66, -2.41], [-3.78, -7.75, -2.44], [-2.22, -7.84, -2.08], [1.77, 1.61, -3.89], [0.38, 1.09, -4.26], [-0.53, 1.24, -3.19], [2.40, 1.74, -4.77], [2.25, 1.02, -3.11], [1.69, 2.65, -3.57], [0.30, 0.08, -4.67], [0.04, 1.75, -5.08], [-0.68, 2.20, -3.02], [-0.82, -4.06, 3.01], [0.08, -5.29, 3.08], [1.12, -5.09, 4.02], [-1.77, -4.29, 2.52], [-0.34, -3.28, 2.41], [-1.08, -3.79, 4.03], [0.53, -5.50, 2.10], [-0.42, -6.23, 3.30], [1.89, -4.65, 3.61], [3.01, 5.67, 0.13], [2.04, 4.54, 0.39], [1.63, 4.01, -0.86], [3.88, 5.29, -0.40], [3.39, 6.09, 1.06], [2.61, 6.43, -0.55], [1.15, 4.88, 0.93], [2.63, 3.85, 1.01], [1.07, 3.22, -0.67]], "mulliken_charge": [-0.902, 0.021, -1.107, 0.833, -0.919, -0.783, 0.139, 0.399, 0.272, 0.496, 0.293, 0.115, 0.475, -0.263, 0.337, 0.238, 0.254, -0.782, -0.298, -1.301, 2.228, -0.403, -0.345, 0.317, 0.238, 0.329, 0.323, 0.410, -1.094, 0.485, -0.778, 0.239, 0.068, 0.319, -0.501, -0.373, -0.711, 0.603, -0.953, -0.783, 0.063, 0.284, 0.350, 0.280, 0.396, 0.210, 0.374, 0.303, -0.076, 0.199, 0.306, -0.124, -0.434, 0.262, 0.113, -1.638, 1.054, 0.315, -0.233, 0.354, -0.649, 0.634, -0.015, 0.392, 0.650, 0.048, -0.295, -0.129, -0.149, -0.263, -1.431, 1.218, -0.820, -0.736, -0.076, 0.162, 0.254, 0.344, 0.433, -0.504, 0.191, 0.441, 0.161, 0.354, 0.325, -0.255, -0.489, 0.802, 0.252, -1.333, -0.770, -0.085, 0.268, 0.285, -0.671, 0.238, 0.473, 0.271, 0.209, 0.412, 0.195, 0.306, -0.785, -0.297, -0.597, 0.840, -1.540, -0.787, 0.229, 0.278, 0.367, 0.409, 0.169, -0.024, 0.345, 0.479, 0.314, 0.310, 0.318, -0.336, -0.653, -0.299, 0.463, -0.127, 0.114, 0.386, 0.261, 0.114, -0.588, 0.322, -0.618, 0.179, -0.058, 0.354, -0.130, 0.139, 0.418, -1.451, 0.351, -0.404, 0.207, 0.414, 0.339, 0.316, 0.008, 0.100]}